No. 1
ORCA calculation (the ωB97M-V functional and the def2-TZVPD basis) on a structure of composition C18H12Br3FO5 in a non-equilibrium geometry.

Calculated values
2S+1: 1
LUMO: -0.0293 hartree
Kohn-Sham gap: 0.3208 Ha
Net charge: 0
Energy above the lowest of the compared OMol25 structures with the same formula, charge and spin: 0.000 eV

Positions of all 39 atoms, in Å:
C -12.88937 30.34771 -8.56631
C -11.42448 30.01913 -8.19632
O -11.67557 29.01833 -7.19527
C -12.73547 28.29184 -7.63814
O -13.04852 27.19993 -7.29892
O -13.49666 29.07976 -8.42764
F -10.81778 31.06385 -7.61052
H -13.02864 30.72679 -9.57243
H -13.18785 31.05383 -7.78954
H -10.78836 29.54961 -8.94642
C -16.58983 27.36544 -4.10073
C -16.10886 28.66905 -4.13404
C -14.74249 28.86511 -4.12449
C -13.86144 27.79260 -3.96718
C -14.35799 26.50010 -3.92465
C -15.74254 26.27691 -3.92745
C -13.49859 25.26335 -3.93922
O -13.95559 24.14833 -3.86803
C -12.09169 25.53459 -4.35713
C -11.41074 24.48595 -5.03809
C -10.23792 24.73800 -5.70008
C -9.64902 26.00980 -5.63118
C -10.33570 27.05133 -5.04835
C -11.56147 26.81683 -4.40685
C -12.37909 28.00096 -4.01052
O -11.83759 29.01261 -3.63612
H -17.64398 27.14154 -4.22140
H -16.82283 29.48057 -4.11337
H -14.33678 29.86959 -4.15700
H -16.13128 25.27990 -3.82841
H -11.93856 23.54367 -5.08402
H -9.81031 23.86380 -6.17603
H -8.71542 26.17167 -6.15328
H -9.99151 28.07334 -5.11039
C -15.53624 24.53913 -7.20192
Br -16.55617 25.37860 -8.60568
Br -14.31177 23.18297 -7.98966
Br -16.71603 23.64099 -5.97015
H -14.89816 25.28427 -6.74308

Atomic forces in eV per Å
1.55 0.05 0.01
-1.11 -0.29 0.57
0.65 -0.53 -0.43
-0.82 0.59 0.82
0.35 -0.10 -0.01
-0.45 -0.23 -0.47
0.22 0.01 -0.08
-0.11 0.02 0.01
-0.48 -0.01 -0.15
0.08 0.40 -0.22
-0.28 -0.72 0.19
-0.10 -0.56 -0.03
0.39 0.42 0.74
0.13 0.30 -1.04
-1.01 -1.10 0.64
0.44 1.07 -0.23
0.47 1.04 -0.68
-0.09 -0.09 0.36
0.59 -0.99 -1.00
-1.22 1.06 0.86
0.20 -0.38 0.66
-0.18 -0.55 -0.65
-0.27 -0.06 0.50
-0.10 0.04 -0.70
0.18 -0.68 1.10
-0.20 0.68 -0.32
-0.07 0.29 0.23
0.17 0.18 -0.35
0.08 -0.04 0.00
0.06 -0.13 -0.08
0.26 -0.19 -0.01
0.46 0.41 -0.32
0.04 0.15 0.07
0.15 -0.01 0.08
0.22 -0.96 -0.71
0.15 0.09 0.15
-0.37 0.66 0.35
0.18 0.19 -0.11
-0.16 -0.01 0.23

No. 2
ORCA calculation (the ωB97M-V functional and the def2-TZVPD basis) on a structure of composition C18H12ClI2N3NiOTe.

Calculated values
2S+1: 3
LUMO (spin up / spin down): -0.0086 / -0.0261 hartree
Kohn-Sham gap (spin up / spin down): 0.2606 / 0.2413 Ha
Net charge: 0
Energy above the lowest of the compared OMol25 structures with the same formula, charge and spin: 0.367 eV
Expectation value of S²: 2.009

Positions of all 39 atoms, in Å:
Ni -0.05697 0.27761 0.42735
Cl -4.06931 -4.64308 2.90930
C -3.08498 -3.21652 2.70060
C -2.76300 -2.45172 3.78192
C -1.97284 -1.29187 3.64989
I -1.53102 -0.15587 5.32936
C -1.48434 -0.87420 2.42594
O -0.76241 0.19413 2.21988
C -1.83576 -1.69280 1.30553
N -1.35497 -1.26471 0.10273
C -1.63008 -1.93295 -0.98769
C -2.41659 -3.09725 -0.97146
C -2.90520 -3.55329 0.21955
C -2.62674 -2.85111 1.41522
H -3.12369 -2.74362 4.75960
H -1.20706 -1.55654 -1.91228
H -2.61671 -3.61782 -1.89791
H -3.50679 -4.45188 0.26281
I -3.79395 4.90478 -0.46128
C -2.09915 3.77609 -0.69112
C -1.04506 4.01689 -1.54046
N -0.16090 3.02529 -1.34811
N -0.57301 2.15300 -0.42243
C -1.76010 2.59648 -0.01172
H -0.86507 4.81313 -2.24430
H 0.73154 2.88698 -1.79416
H -2.30095 2.07459 0.76466
Te 2.06885 -0.99169 0.54649
C 3.38190 0.08215 -0.72291
C 4.24344 1.04290 -0.19310
C 5.13738 1.72358 -1.01474
C 5.18086 1.45569 -2.37676
C 4.32758 0.50000 -2.91417
C 3.43533 -0.18354 -2.09290
H 4.21536 1.25729 0.86789
H 5.80360 2.46300 -0.58628
H 5.87995 1.98318 -3.01423
H 4.36021 0.27881 -3.97465
H 2.78065 -0.93512 -2.51606

Atomic forces in eV per Å
-0.11 -0.05 -0.01
0.10 0.14 -0.05
-0.06 -0.10 0.00
0.05 0.10 0.10
-0.07 -0.05 0.17
0.01 0.02 0.02
0.19 0.34 -0.09
-0.30 -0.16 0.18
-0.05 -0.06 -0.26
0.01 0.14 0.14
-0.01 -0.13 -0.11
0.03 0.04 -0.06
-0.03 -0.02 0.09
-0.05 -0.12 -0.21
0.03 0.04 -0.01
-0.01 -0.02 0.03
0.00 0.01 0.03
0.01 0.02 0.01
-0.11 0.07 0.01
0.05 -0.14 0.05
0.06 0.07 -0.05
0.23 -0.16 -0.07
-0.49 0.07 0.20
0.15 0.14 -0.04
-0.01 -0.05 0.03
0.01 0.00 0.01
0.04 0.01 -0.05
0.43 -0.28 0.00
-0.04 0.12 -0.12
0.04 0.05 -0.12
-0.07 -0.05 0.03
-0.03 -0.02 0.02
-0.06 -0.02 0.08
0.09 0.12 0.01
0.01 -0.01 -0.01
-0.01 -0.02 0.00
-0.02 -0.01 0.01
0.00 0.00 0.02
0.01 -0.01 0.00

No. 3
ORCA calculation (the ωB97M-V functional and the def2-TZVPD basis) on the molecule C18H12N2O3S.

Calculated values
2S+1: 1
SMILES: Cc1ccc(NC(=O)c2cc3c(=O)oc4ccccc4c3s2)nc1
LUMO: -0.0227 hartree
Kohn-Sham gap: 0.2936 Ha
Net charge: 0
Energy above the lowest of the compared OMol25 structures with the same formula, charge and spin: 0.000 eV

Positions of all 36 atoms, in Å:
C 7.91702 0.93187 -0.00360
C 6.45215 0.63042 -0.00263
C 5.98290 -0.68210 -0.00999
C 4.62583 -0.93724 -0.00800
C 3.76332 0.15772 0.00127
N 2.37529 0.06006 0.00350
C 1.59936 -1.06237 0.00192
O 2.02609 -2.19825 -0.00068
C 0.14806 -0.79781 0.00294
C -0.81890 -1.76291 0.00263
C -2.12455 -1.22778 0.00198
C -3.37063 -1.98601 0.00117
O -3.46383 -3.18357 0.00221
O -4.51881 -1.23907 -0.00099
C -4.53531 0.11634 -0.00169
C -5.77776 0.74491 -0.00432
C -5.84946 2.12259 -0.00501
C -4.69062 2.89370 -0.00306
C -3.45653 2.28477 -0.00055
C -3.36057 0.89075 0.00006
C -2.13711 0.15712 0.00178
S -0.54092 0.80651 0.00264
N 4.19307 1.41454 0.00823
C 5.49502 1.63650 0.00651
H 8.09159 2.00464 -0.01587
H 8.39439 0.48914 -0.87689
H 8.39018 0.51090 0.88282
H 6.68477 -1.50381 -0.01748
H 4.23491 -1.94001 -0.01332
H 1.93075 0.97020 0.00797
H -0.60098 -2.81503 0.00263
H -6.66500 0.13259 -0.00599
H -6.81461 2.60496 -0.00738
H -4.76069 3.97024 -0.00358
H -2.54608 2.86559 0.00099
H 5.78284 2.68025 0.01208

Atomic forces in eV per Å
-0.01 -0.04 0.01
-0.11 -0.09 0.00
-0.14 0.39 0.00
-0.04 -0.11 0.00
0.55 0.03 0.00
-0.31 0.19 0.00
0.12 -0.02 0.00
0.06 -0.07 0.00
-0.74 -0.01 0.00
0.44 0.18 0.00
0.00 0.87 0.00
0.19 -0.55 0.00
0.02 0.37 0.00
-0.24 -0.20 0.00
0.24 0.94 0.00
0.14 -0.23 0.00
0.07 -0.07 0.00
0.04 0.13 0.00
-0.11 -0.25 0.00
-0.65 -0.02 0.00
0.60 -0.59 0.00
-0.43 -0.52 0.00
-0.53 -0.08 0.00
0.29 -0.16 -0.01
0.08 0.06 0.00
0.10 0.03 -0.04
0.10 0.03 0.03
0.05 -0.10 0.00
-0.03 -0.02 0.00
0.14 -0.15 0.00
0.10 -0.17 0.00
-0.11 -0.07 0.00
-0.09 0.03 0.00
0.00 0.10 0.00
0.05 0.13 0.00
0.15 0.07 0.00

No. 4
ORCA calculation (the ωB97M-V functional and the def2-TZVPD basis) on a structure of composition C18H12N4O2Pt.

Calculated values
2S+1: 1
LUMO: -0.3509 hartree
Kohn-Sham gap: 0.2367 Ha
Net charge: +2
Energy above the lowest of the compared OMol25 structures with the same formula, charge and spin: 0.000 eV

Positions of all 37 atoms, in Å:
Pt 0.22454 0.22457 0.00030
O 1.38891 -3.65164 0.00014
C 1.31606 -2.46509 0.00020
N 0.07634 -1.72205 0.00027
C -1.14151 -2.20887 0.00016
C -1.52613 -3.58669 -0.00003
C -2.84335 -3.87289 -0.00021
C -3.87293 -2.84330 -0.00023
C -3.58675 -1.52607 -0.00008
C -2.20894 -1.14144 0.00012
N -1.72209 0.07642 0.00026
C -2.46510 1.31616 0.00020
O -3.65165 1.38907 0.00012
C -1.53008 2.48898 0.00010
C -2.05310 3.76171 -0.00010
C -1.18310 4.84530 -0.00015
C 0.17760 4.60167 -0.00002
C 0.63325 3.29277 0.00014
N -0.19343 2.24666 0.00020
C 2.48890 -1.53010 0.00011
C 3.76160 -2.05325 -0.00009
C 4.84522 -1.18331 -0.00017
C 4.60166 0.17742 -0.00006
C 3.29280 0.63316 0.00013
N 2.24664 -0.19347 0.00020
H -0.77480 -4.35885 -0.00003
H -3.15080 -4.91068 -0.00033
H -4.91072 -3.15075 -0.00036
H -4.35894 -0.77477 -0.00010
H -3.12839 3.87922 -0.00018
H -1.56379 5.85750 -0.00030
H 0.89229 5.41226 -0.00005
H 1.68984 3.08114 0.00025
H 3.87902 -3.12854 -0.00017
H 5.85740 -1.56405 -0.00033
H 5.41228 0.89206 -0.00012
H 3.08121 1.68976 0.00023

Atomic forces in eV per Å
0.15 0.15 0.00
-0.03 -0.01 0.00
0.08 0.05 0.00
-0.11 -0.12 0.00
0.05 0.00 0.00
-0.02 -0.03 0.00
0.04 -0.01 0.00
-0.01 0.04 0.00
-0.03 -0.02 0.00
0.00 0.05 0.00
-0.12 -0.11 0.00
0.05 0.08 0.00
-0.01 -0.03 0.00
0.00 -0.12 0.00
-0.06 -0.01 0.00
0.01 0.00 0.00
-0.03 0.03 0.00
-0.01 0.00 0.00
0.10 0.03 0.00
-0.12 0.00 0.00
-0.01 -0.06 0.00
0.00 0.01 0.00
0.03 -0.03 0.00
0.00 -0.01 0.00
0.03 0.10 0.00
0.02 0.01 0.00
-0.07 0.02 0.00
0.02 -0.07 0.00
0.01 0.02 0.00
0.01 0.03 0.00
-0.01 0.00 0.00
0.01 -0.01 0.00
0.01 0.00 0.00
0.03 0.01 0.00
0.00 -0.01 0.00
-0.01 0.01 0.00
0.00 0.01 0.00

No. 5
ORCA calculation (the ωB97M-V functional and the def2-TZVPD basis) on a structure of composition C18H12N6PtSe2Te2 in a non-equilibrium geometry.

Calculated values
2S+1: 1
LUMO: -0.0680 hartree
Kohn-Sham gap: 0.1444 Ha
Net charge: 0
Energy above the lowest of the compared OMol25 structures with the same formula, charge and spin: 0.067 eV

Positions of all 41 atoms, in Å:
Pt -2.54897 0.00021 -0.00171
C -2.67346 -0.00049 4.29532
C -3.08523 0.00018 2.98435
N -2.16955 0.00001 2.00702
C -0.86062 -0.00069 2.32474
C -0.49527 -0.00171 3.67233
N -1.38040 -0.00153 4.64955
C 0.06253 -0.00026 1.19068
C 1.43509 -0.00020 1.19957
C 2.16054 0.00008 -0.00063
C 1.43812 -0.00029 -1.20010
C 0.06362 -0.00012 -1.19488
N -0.59255 -0.00009 -0.00177
C -0.85835 -0.00016 -2.32730
C -0.49444 -0.00016 -3.67632
N -1.37943 0.00001 -4.65265
C -2.67355 0.00020 -4.29767
C -3.08443 0.00017 -2.98713
N -2.16852 0.00007 -2.00947
C 3.65895 0.00059 0.00142
C 4.40082 -0.00139 -1.17328
C 5.78552 -0.00089 -1.12313
N 6.49950 0.00078 0.00558
C 5.78263 0.00203 1.13235
C 4.39773 0.00211 1.17833
H -3.41738 -0.00037 5.08129
H -4.11961 0.00064 2.67385
H 0.55588 -0.00237 3.93893
H 1.95198 -0.00022 2.14915
H 1.95795 -0.00026 -2.14846
H 0.55655 -0.00014 -3.94382
H -3.41796 0.00036 -5.08316
H -4.11882 0.00037 -2.67636
H 3.93558 -0.00312 -2.15024
H 6.34786 -0.00223 -2.04983
H 6.34234 0.00317 2.06068
H 3.93023 0.00322 2.15392
Se -4.25213 -1.95772 -0.00208
Te -6.61080 -1.34210 0.00077
Te -6.61040 1.34370 0.00212
Se -4.25154 1.95863 -0.00197

Atomic forces in eV per Å
0.05 0.00 0.00
0.14 0.00 0.28
0.17 0.00 -0.33
-0.75 0.00 -0.60
0.15 0.00 0.20
0.05 0.00 -0.22
-0.23 0.00 -0.04
-0.43 0.00 -0.66
0.54 0.00 0.02
0.06 0.00 0.05
0.47 0.00 -0.09
-0.38 0.00 0.75
0.24 0.00 -0.04
0.07 0.00 -0.26
0.07 0.00 0.25
-0.28 0.00 0.04
0.18 0.00 -0.30
0.16 0.00 0.35
-0.71 0.00 0.59
-0.30 0.00 0.01
0.00 0.00 -0.25
0.19 0.00 0.15
-0.51 0.00 0.00
0.18 0.00 -0.15
0.00 0.00 0.24
0.10 0.00 0.07
-0.03 0.00 0.00
-0.06 0.00 0.09
-0.04 0.00 -0.06
-0.05 0.00 0.06
-0.05 0.00 -0.08
0.11 0.00 -0.08
-0.03 0.00 0.00
0.01 0.00 0.06
0.04 0.00 0.03
0.04 0.00 -0.03
0.01 0.00 -0.06
1.41 -0.11 0.00
-1.00 -0.44 0.00
-1.00 0.44 0.00
1.41 0.11 0.00

No. 6
ORCA calculation (the ωB97M-V functional and the def2-TZVPD basis) on a structure of composition C18H12N7O6PtSSe in a non-equilibrium geometry.

Calculated values
2S+1: 1
LUMO (spin up / spin down): -0.2436 / -0.2436 hartree
Kohn-Sham gap (spin up / spin down): 0.2144 / 0.2144 Ha
Net charge: +1
Energy above the lowest of the compared OMol25 structures with the same formula, charge and spin: 1.372 eV

Positions of all 46 atoms, in Å:
Pt -0.05225 0.06914 0.16722
O 1.51726 -0.37397 1.31645
N 1.37701 -1.47101 1.98871
N 0.28195 -2.06660 1.88483
O -0.72250 -1.59364 1.14618
C 0.07896 -3.29283 2.58878
C 1.12405 -3.84209 3.33122
C 0.91250 -5.03407 3.99478
C -0.32244 -5.66737 3.92326
C -1.35181 -5.11247 3.17811
C -1.15686 -3.92038 2.50319
H 2.07930 -3.34311 3.37560
H 1.71416 -5.47726 4.56734
H -0.47834 -6.59964 4.44799
H -2.30654 -5.61492 3.12196
H -1.94327 -3.47409 1.91306
O -3.06816 -1.29881 -4.81262
C -3.68389 -0.41673 -4.07360
O -4.76588 0.04309 -4.32883
C -2.99994 0.05290 -2.81659
C -3.56411 1.00013 -1.97894
N -2.73529 1.17404 -0.94392
N -1.66124 0.38348 -1.06416
C -1.79246 -0.30256 -2.19051
C -0.66840 -1.25265 -2.56736
O -0.76251 -1.86239 -3.62070
O 0.28107 -1.29549 -1.72270
H -2.18204 -1.58960 -4.46882
H -4.49471 1.52847 -2.09885
H -2.85828 1.76870 -0.13785
Se 0.31366 3.43825 -0.66101
N 0.82107 1.62589 -0.69613
C 1.97837 1.54411 -1.36246
C 2.74573 0.38307 -1.56877
C 3.84205 0.44152 -2.40009
C 4.24312 1.65409 -2.98761
C 3.53115 2.81379 -2.78960
C 2.41517 2.79902 -1.93653
N 1.69117 3.86203 -1.62299
H 2.50441 -0.53023 -1.04935
H 4.40932 -0.46239 -2.56843
H 5.13904 1.69413 -3.59021
H 3.79631 3.73065 -3.29523
S -1.23092 1.48121 2.05380
C 0.17245 2.31359 2.36399
N 1.12499 2.92588 2.59416

Atomic forces in eV per Å
-2.24 -0.68 0.41
-0.34 0.32 -0.57
-0.15 -0.54 0.33
0.74 0.82 -0.13
-0.16 0.50 -0.61
-0.21 -0.91 0.47
-0.03 0.24 -0.18
-0.11 -0.03 -0.01
-0.02 0.00 -0.02
0.11 -0.10 0.11
0.05 0.38 -0.21
0.05 -0.01 0.03
0.04 0.03 0.02
-0.01 -0.01 0.00
-0.04 0.04 -0.03
-0.03 -0.05 0.01
0.21 -0.41 -0.40
-0.22 0.41 0.36
0.13 -0.07 -0.03
0.21 -0.06 0.15
0.09 -0.28 -0.33
-0.18 0.19 0.20
0.34 -0.09 0.44
0.00 -0.19 -0.36
-1.29 0.57 -0.36
0.41 -0.08 0.31
0.94 0.58 1.77
-0.17 0.20 0.13
-0.02 0.05 0.10
0.08 -0.01 0.02
0.41 -1.35 -0.06
0.33 1.57 -0.13
-0.43 0.17 -0.01
0.84 -0.57 -0.35
-0.93 -0.37 1.15
-0.27 1.52 -0.34
1.23 -0.56 -0.60
-0.86 -0.05 0.57
-0.01 -0.02 -0.41
-0.11 -0.08 -0.21
0.08 0.01 0.00
-0.07 -0.10 -0.15
0.12 0.09 0.17
1.09 -1.59 -1.75
0.49 0.66 0.56
-0.08 -0.12 -0.06